C7H9F4N3O3PbS2 as an isolated structure at a distorted geometry. Source: the Open Molecules 2025 dataset; level of theory: ωB97M-V/def2-TZVPD.

```
29
Properties=species:S:1:pos:R:3:lowdin_charge:R:1
O -1.208 3.351 1.448 -0.6583
S -1.296 2.630 0.076 0.7600
O -2.648 2.551 -0.344 -0.1616
F -0.564 3.606 -0.940 -0.0447
N -0.456 1.206 -0.027 -0.1936
C 0.900 1.268 0.615 -0.2206
C 2.017 0.944 -0.480 -0.3890
S 3.360 -0.067 0.313 0.9751
C 2.509 -1.671 0.436 -0.6377
N 2.281 -2.541 -0.542 0.0817
N 1.577 -3.537 0.091 0.0427
C 1.419 -3.247 1.362 -0.1229
O 2.015 -2.028 1.658 -0.0093
C -1.269 0.026 0.396 -0.1462
C -1.303 -1.133 -0.692 -0.0118
C -1.556 -0.624 -2.132 -0.5470
F -1.622 -1.737 -2.933 0.1268
F -0.551 0.137 -2.648 0.1270
F -2.780 -0.025 -2.263 0.1282
H 1.012 0.644 1.529 0.1144
H 1.099 2.334 0.920 0.1169
H 1.521 0.237 -1.196 0.0759
H 2.413 1.852 -0.979 0.1000
H 0.898 -3.771 2.180 0.1486
H -0.883 -0.457 1.334 0.1361
H -2.343 0.265 0.612 0.1308
H -2.185 -1.777 -0.430 0.1575
H -0.412 -1.800 -0.618 0.1178
Pb -1.946 3.364 3.253 1.8029
```

Calculated values
Charge = +2
HOMO = -15.0 eV

---

One molecule with the formula C7H9N at a distorted geometry. Source: the Open Molecules 2025 dataset; level of theory: ωB97M-V/def2-TZVPD.

```
17
Properties=species:S:1:pos:R:3:lowdin_charge:R:1
C -1.898 0.070 -0.374 -0.0495
C -1.650 -1.168 0.135 -0.0130
C -0.135 -0.917 0.284 -0.3781
N 1.331 -1.231 0.284 -0.0294
C 1.620 0.105 -0.450 -0.1592
C 0.587 1.147 -0.037 -0.3047
C -0.749 1.207 -0.043 -0.1168
C 0.039 0.295 0.961 -0.2149
H -3.019 0.431 -0.426 0.1235
H -1.992 -2.239 0.056 0.1199
H -0.053 -0.838 -0.836 0.1286
H 1.435 -1.993 -0.626 0.1697
H 2.485 0.547 0.132 0.1274
H 1.961 -0.384 -1.385 0.1104
H 0.962 2.176 0.287 0.1756
H -1.156 2.337 0.105 0.1797
H 0.233 0.456 1.934 0.1306
```

Calculated values
Energy above the lowest of the compared OMol25 structures with the same formula, charge and spin = 1018.6 kJ/mol
Charge = 0
HOMO = -7.9 eV

---

One molecule with the formula C7H9N at a distorted geometry. Source: the Open Molecules 2025 dataset; level of theory: ωB97M-V/def2-TZVPD.

```
17
Properties=species:S:1:pos:R:3:lowdin_charge:R:1
C 0.226 -2.229 -0.615 -0.1375
C -0.887 -1.353 -0.891 -0.0806
C -0.544 0.007 -0.451 -0.2383
N 0.687 -0.217 0.468 -0.0609
C 1.049 -1.496 0.245 -0.1807
C 0.756 1.099 1.197 -0.1524
C 0.012 2.190 0.288 -0.1727
C -1.219 1.279 -0.435 -0.1931
H 0.458 -3.325 -1.060 0.1365
H -2.073 -1.644 -1.117 0.1514
H 2.061 -1.774 0.624 0.1179
H 1.936 1.240 1.429 0.1530
H -0.050 1.062 2.074 0.1414
H 0.717 2.323 -0.689 0.1251
H -0.456 3.255 0.544 0.1305
H -2.086 1.540 0.301 0.1099
H -1.672 1.862 -1.409 0.1506
```

Calculated values
Energy above the lowest of the compared OMol25 structures with the same formula, charge and spin = 470.3 kJ/mol
Charge = 0
HOMO = -7.7 eV

---

One molecule with the formula C7H9N at a distorted geometry. Source: the Open Molecules 2025 dataset; level of theory: ωB97M-V/def2-TZVPD.

```
17
Properties=species:S:1:pos:R:3:lowdin_charge:R:1
H 1.583 -0.852 2.104 0.0610
N 2.121 -0.441 1.343 0.1306
C 1.465 0.227 0.515 -0.4027
C 2.095 0.899 -0.659 -0.0554
C -0.183 0.580 0.729 0.0001
C -0.783 -0.297 0.017 -0.2631
C -0.573 -1.452 -0.875 -0.0652
C -2.486 0.113 0.257 -0.0513
C -3.529 0.670 0.530 0.0338
H 3.172 0.740 -0.644 0.0778
H 1.671 0.521 -1.588 0.0761
H 1.897 1.971 -0.618 0.0829
H -0.420 1.348 1.441 0.1118
H -1.457 -2.088 -0.823 0.0836
H 0.290 -2.039 -0.563 0.0854
H -0.466 -1.131 -1.912 0.0912
H -4.398 1.231 0.747 0.0034
```

Calculated values
Energy above the lowest of the compared OMol25 structures with the same formula, charge and spin = 473.0 kJ/mol
Charge = 0
HOMO = -9.2 eV

---

One molecule with the formula C7H9N at a distorted geometry. Source: the Open Molecules 2025 dataset; level of theory: ωB97M-V/def2-TZVPD.

```
17
Properties=species:S:1:pos:R:3:lowdin_charge:R:1
C 2.822 0.480 1.470 -0.0052
C 1.653 -0.137 1.585 -0.1133
C 0.591 0.011 0.597 -0.2873
C -0.624 -0.655 0.491 -0.0079
C -1.307 -0.188 -0.654 -0.2912
C -2.589 -0.703 -1.211 -0.0659
C -0.507 0.808 -1.189 -0.0744
N 0.626 0.894 -0.442 0.0609
H 3.645 0.340 2.156 0.0469
H 3.145 1.152 0.685 0.0466
H 1.471 -0.853 2.374 0.1044
H -0.909 -1.491 1.110 0.1093
H -2.321 -1.550 -1.859 0.0795
H -3.357 -1.016 -0.511 0.0719
H -3.074 -0.037 -1.929 0.0713
H -0.638 1.402 -2.077 0.1152
H 1.371 1.544 -0.594 0.1393
```

Calculated values
Energy above the lowest of the compared OMol25 structures with the same formula, charge and spin = 79.4 kJ/mol
Charge = 0
HOMO = -7.6 eV

---

One molecule with the formula C7H9N at a distorted geometry. Source: the Open Molecules 2025 dataset; level of theory: ωB97M-V/def2-TZVPD.

```
17
Properties=species:S:1:pos:R:3:lowdin_charge:R:1
C -2.529 1.182 0.420 -0.0321
C -1.238 1.108 0.072 -0.1339
C -0.331 -0.105 0.227 -0.2234
C -0.789 -1.307 0.493 -0.0677
N 0.359 -2.136 0.520 0.0081
C 1.488 -1.369 0.165 -0.0486
C 1.088 -0.053 -0.197 -0.1938
C 1.866 1.125 -0.597 -0.0725
H -2.961 0.421 1.124 0.0570
H -3.411 1.745 -0.119 0.0888
H -0.951 1.626 -0.850 0.0871
H -1.612 -1.854 0.647 0.0841
H 0.430 -3.178 0.483 0.1592
H 2.359 -1.795 -0.053 0.0618
H 2.634 1.171 -1.313 0.0481
H 1.202 1.793 -1.235 0.0938
H 2.396 1.626 0.213 0.0840
```

Calculated values
Energy above the lowest of the compared OMol25 structures with the same formula, charge and spin = 288.3 kJ/mol
Charge = 0
HOMO = -8.2 eV

---

One molecule with the formula C7H9N at a distorted geometry. Source: the Open Molecules 2025 dataset; level of theory: ωB97M-V/def2-TZVPD.

```
17
Properties=species:S:1:pos:R:3:lowdin_charge:R:1
C 0.741 1.937 -1.900 0.0106
C 0.368 1.455 -0.708 -0.1188
C -0.186 0.173 -0.339 -0.2519
N -0.999 -0.634 -1.102 0.0527
C -1.043 -1.923 -0.573 -0.0939
C -0.473 -1.807 0.667 -0.0681
C 0.057 -0.510 0.848 -0.2447
C 0.521 0.063 2.135 -0.0547
H 0.647 1.342 -2.821 0.0562
H 1.145 2.912 -2.065 0.0393
H 0.488 2.118 0.136 0.0930
H -1.083 -0.479 -2.097 0.1439
H -1.639 -2.614 -1.145 0.1053
H -0.348 -2.655 1.334 0.1050
H 0.608 1.140 2.129 0.0613
H -0.201 -0.071 2.970 0.0881
H 1.397 -0.446 2.531 0.0766
```

Calculated values
Energy above the lowest of the compared OMol25 structures with the same formula, charge and spin = 114.8 kJ/mol
Charge = 0
HOMO = -7.8 eV

---

One molecule with the formula C7H9N at a distorted geometry. Source: the Open Molecules 2025 dataset; level of theory: ωB97M-V/def2-TZVPD.

```
17
Properties=species:S:1:pos:R:3:lowdin_charge:R:1
C 1.452 0.067 0.826 -0.1582
C 0.547 -0.968 0.906 -0.0781
C -0.923 -0.826 0.654 -0.2287
N -1.349 -1.485 -0.695 0.0474
C -0.602 -0.303 -1.360 -0.1703
C -1.053 0.533 -0.157 -0.1847
C 0.068 1.675 -0.045 -0.0241
C 1.345 1.357 0.251 -0.1418
H 2.362 -0.025 1.517 0.1167
H 0.980 -1.892 1.454 0.1233
H -1.438 -0.991 1.540 0.1057
H -0.908 -2.269 -0.910 0.0163
H -1.029 -0.129 -2.383 0.1134
H 0.411 -0.276 -1.636 0.0867
H -2.131 0.922 -0.010 0.1596
H -0.091 2.678 -0.329 0.0754
H 2.359 1.934 0.378 0.1415
```

Calculated values
Energy above the lowest of the compared OMol25 structures with the same formula, charge and spin = 442.6 kJ/mol
Charge = 0
HOMO = -8.2 eV

---

C7H9N as an isolated structure at a distorted geometry. Source: the Open Molecules 2025 dataset; level of theory: ωB97M-V/def2-TZVPD.

```
17
Properties=species:S:1:pos:R:3:lowdin_charge:R:1
C -2.814 0.383 0.149 -0.1082
C -2.073 -0.762 -0.145 -0.1973
N -0.779 -0.979 0.619 0.0879
C -0.356 0.212 0.004 -0.2626
C -1.502 0.731 -0.564 -0.1409
C 3.443 0.201 -0.243 -0.0869
C 2.042 -0.135 0.161 -0.1174
C 1.007 0.568 -0.240 -0.0594
H -2.895 0.779 1.163 0.0405
H -2.132 -1.375 -1.037 0.1251
H -0.980 -0.846 1.607 0.1250
H -1.466 1.222 -1.530 0.1229
H 3.578 0.104 -1.319 0.0841
H 3.682 1.239 -0.023 0.0786
H 4.184 -0.422 0.248 0.0704
H 1.842 -1.116 0.577 0.1106
H 1.218 1.474 -0.803 0.1276
```

Calculated values
Energy above the lowest of the compared OMol25 structures with the same formula, charge and spin = 572.4 kJ/mol
Charge = 0
HOMO = -7.0 eV

---

An isolated ion of composition C7H9N2 and charge +1 at a distorted geometry. Source: the Open Molecules 2025 dataset; level of theory: ωB97M-V/def2-TZVPD.

```
18
Properties=species:S:1:pos:R:3:lowdin_charge:R:1
C 1.867 0.839 0.044 -0.0096
C 0.700 1.557 0.036 0.0085
C -0.545 0.843 0.221 -0.1189
C -1.806 1.124 -0.113 0.0007
C -2.551 -0.012 -0.091 -0.1124
N -1.937 -1.133 0.148 0.1123
C -0.664 -0.687 0.500 -0.2829
N 0.491 -1.293 -0.340 0.1013
C 1.816 -0.687 0.197 -0.0889
H 2.760 1.277 -0.169 0.0833
H 0.722 2.516 -0.309 0.0962
H -2.268 2.047 -0.372 0.1335
H -3.583 -0.017 -0.274 0.1227
H -0.580 -1.041 1.616 0.2170
H 0.162 -0.929 -1.322 0.2368
H 0.768 -2.307 -0.399 0.1981
H 2.571 -0.964 -0.584 0.1405
H 2.076 -1.131 1.211 0.1618
```

Calculated values
Energy above the lowest of the compared OMol25 structures with the same formula, charge and spin = 261.1 kJ/mol
Charge = +1
HOMO = -13.2 eV